[1]
{
  "formula": "C28H85N11O13",
  "method": "ωB97M-V with the def2-TZVPD basis set",
  "symbols": ["O", "O", "O", "O", "O", "O", "O", "O", "O", "O", "O", "O", "O", "N", "N", "N", "N", "N", "N", "N", "N", "N", "N", "N", "C", "C", "C", "C", "C", "C", "C", "C", "C", "C", "C", "C", "C", "C", "C", "C", "C", "C", "C", "C", "C", "C", "C", "C", "C", "C", "C", "C", "H", "H", "H", "H", "H", "H", "H", "H", "H", "H", "H", "H", "H", "H", "H", "H", "H", "H", "H", "H", "H", "H", "H", "H", "H", "H", "H", "H", "H", "H", "H", "H", "H", "H", "H", "H", "H", "H", "H", "H", "H", "H", "H", "H", "H", "H", "H", "H", "H", "H", "H", "H", "H", "H", "H", "H", "H", "H", "H", "H", "H", "H", "H", "H", "H", "H", "H", "H", "H", "H", "H", "H", "H", "H", "H", "H", "H", "H", "H", "H", "H", "H", "H", "H", "H"],
  "xyz": [[4.640, -1.076, -4.269], [-7.850, -1.736, 1.061], [1.177, 1.172, -0.798], [-0.780, 2.058, -4.959], [0.438, 4.441, 3.321], [-4.306, 0.507, 4.921], [-1.676, 1.287, 6.344], [4.834, -0.851, 3.741], [4.153, 4.935, -3.147], [5.198, -3.116, -2.395], [-2.979, -3.217, -3.502], [-1.934, -3.166, 2.308], [1.756, -3.983, -1.908], [-3.096, -2.960, -1.344], [0.013, -3.201, 3.305], [-1.862, -3.689, 4.468], [-3.916, -1.419, -2.549], [-4.594, -2.735, 2.931], [1.099, -5.144, -3.601], [2.234, 6.941, -5.596], [4.574, -2.951, -0.199], [0.438, -2.416, 0.172], [3.147, -5.268, -3.193], [6.550, -2.359, -0.658], [0.313, 3.365, 2.451], [-5.626, -2.685, 1.817], [-3.356, -2.604, -2.516], [-9.049, -1.098, 1.481], [-0.579, -0.273, 5.052], [-1.328, -3.284, 3.382], [-0.587, 3.805, 1.274], [3.254, -0.869, -4.461], [5.044, 3.836, -2.985], [2.009, -4.755, -2.768], [5.444, -2.859, -1.206], [-5.641, -4.160, 1.199], [1.962, 6.747, -3.140], [-4.127, 1.728, 4.252], [3.690, 5.259, -4.434], [3.025, 0.398, -5.358], [2.913, -1.274, 2.635], [1.382, -0.120, -0.164], [-0.311, 2.259, -3.571], [-7.042, -2.175, 2.191], [-3.826, 1.171, 2.872], [0.158, -1.031, -0.218], [-0.609, 0.374, 6.435], [-1.043, -0.451, 0.659], [2.954, 6.609, -4.408], [2.327, 2.055, -0.815], [3.793, -1.670, 3.837], [0.024, 3.687, -3.367], [3.301, 0.117, -6.375], [-6.433, -4.363, 0.478], [2.816, 6.889, -6.420], [-3.822, -0.936, -3.430], [1.945, 3.073, -0.741], [-8.861, -0.131, 1.946], [-3.285, -2.473, -0.480], [-2.612, -3.840, -1.231], [4.491, 5.316, -5.171], [0.505, -2.881, 2.483], [-3.545, 0.367, 5.489], [-2.771, 0.911, 2.778], [-7.517, -3.023, 2.686], [2.022, 0.826, -5.341], [-1.639, 4.044, 1.429], [3.734, 7.354, -4.252], [1.114, 5.009, 2.944], [-4.670, -4.456, 0.802], [0.162, -4.790, -3.474], [-7.037, -1.421, 2.978], [-0.904, -0.361, 7.185], [4.796, -1.923, -3.845], [3.678, -3.315, -0.492], [3.958, -4.766, -2.862], [2.868, 1.902, -1.749], [5.817, 3.695, -3.740], [-1.505, -0.790, 4.802], [-1.175, 1.206, -5.157], [-1.402, 0.466, 0.192], [2.127, 7.943, -5.526], [2.275, 6.475, -2.132], [-2.829, -3.955, 4.344], [4.491, 2.901, -3.071], [0.229, -0.985, 4.880], [1.315, 5.892, -3.336], [3.709, 1.174, -5.014], [-9.555, -0.837, 0.552], [-0.397, 0.526, 4.333], [0.610, 4.172, -4.148], [3.329, -1.552, 1.666], [-0.184, -1.107, -1.250], [3.014, 4.479, -4.784], [-4.591, -1.926, 3.536], [-5.282, -2.037, 1.010], [-4.705, -1.159, -1.974], [1.075, -2.923, -0.426], [1.931, -1.745, 2.677], [1.270, 7.588, -3.180], [-0.997, 1.877, -2.816], [4.082, -2.720, 3.887], [5.534, 3.850, -2.011], [-0.681, -0.395, 1.686], [-1.384, -3.876, 5.337], [-1.276, 2.133, 6.130], [0.502, -3.457, 4.151], [-0.354, -3.041, 0.141], [3.262, -1.573, 4.783], [-0.118, 4.575, 0.662], [0.296, 0.872, 6.784], [2.816, -1.749, -4.932], [-9.719, -1.724, 2.071], [-3.281, 2.208, 4.746], [1.676, 0.075, 0.868], [7.382, -2.116, -1.177], [2.973, 1.952, 0.057], [-4.464, 0.325, 2.616], [-0.914, 4.240, -3.321], [1.330, 3.092, 2.170], [2.614, -0.230, 2.736], [1.409, -5.609, -4.443], [-1.856, -1.165, 0.787], [5.452, -1.412, 3.265], [-3.982, 1.899, 2.076], [6.640, -2.277, 0.344], [-3.734, -2.610, 2.417], [4.883, -2.833, 0.755], [2.233, -0.559, -0.684], [-0.064, 2.492, 2.983], [2.664, -0.787, -3.548], [-5.075, 2.258, 4.344], [3.205, -5.965, -3.921], [0.471, 1.531, -3.356], [-0.567, 2.942, 0.608], [-5.744, -4.834, 2.050], [0.498, 3.942, -2.419]],
  "atomic_forces_ev_per_a": [[-0.2, 0.8, -0.2], [1.0, -0.4, 1.2], [-0.2, -0.1, 0.5], [0.4, 1.1, 0.9], [0.3, 0.9, 1.6], [-0.5, -1.3, 2.0], [-0.4, 1.0, 0.6], [4.0, 1.3, 0.4], [0.9, 0.4, 0.7], [0.6, 0.0, 1.1], [0.3, -0.4, -1.0], [-0.7, 0.5, 0.1], [0.6, 2.4, 3.8], [1.8, -3.8, 7.0], [1.1, 0.0, 1.9], [-2.4, -1.1, 3.8], [-2.0, 4.1, -1.4], [-1.4, 0.2, -1.0], [-4.2, -1.4, -2.5], [-0.6, 0.2, -0.7], [-2.3, -1.0, -0.1], [1.0, -0.3, 1.3], [4.0, -0.2, 1.2], [3.5, 0.9, -0.5], [-0.7, 0.5, -0.9], [0.1, -0.9, -0.7], [0.6, 0.1, -4.1], [0.2, 0.3, -1.1], [1.3, 0.0, -0.1], [2.4, 0.0, -5.7], [1.0, -1.7, -0.9], [-0.8, 0.5, -0.7], [-0.7, -0.6, -0.6], [0.1, -0.9, -2.5], [-0.5, 0.4, -0.4], [0.0, 0.8, 1.3], [-0.4, -2.0, -1.8], [0.1, -1.6, -0.6], [-0.8, -0.3, -0.3], [0.8, -1.1, 0.6], [-1.6, -1.2, 1.1], [0.6, 0.9, -0.3], [-0.1, -2.4, -0.8], [-0.1, -0.8, 0.2], [0.3, 1.8, -1.4], [-2.0, -0.1, -0.2], [-0.7, -1.2, -0.6], [1.4, -1.1, -0.8], [0.8, 0.7, 3.3], [-1.1, -0.7, 0.2], [-3.9, -1.3, -0.6], [-0.5, 1.3, 0.1], [-0.1, 0.3, -0.1], [0.1, 0.3, 0.0], [0.3, -0.6, -0.2], [-0.5, -0.2, 0.1], [-0.1, 0.0, -0.4], [0.2, -0.1, 0.5], [0.0, 0.2, -0.5], [-0.2, 0.0, 0.0], [0.4, 0.0, 0.0], [-0.4, -0.1, -0.3], [0.1, 0.0, 0.3], [0.0, -0.4, 0.2], [-0.5, -0.3, -0.1], [-0.1, -0.4, 0.1], [0.3, 0.1, 0.7], [0.4, 0.1, 0.2], [-0.1, 0.2, 0.2], [0.0, 0.4, -0.3], [0.0, -0.2, -0.4], [0.4, 0.5, -0.2], [0.2, -0.1, 0.2], [-0.1, -0.2, 0.3], [-0.4, -0.1, 0.7], [0.5, -0.3, -0.2], [0.2, 0.1, 0.1], [0.2, 0.8, -0.3], [-0.1, 0.2, 0.2], [0.1, -0.2, 0.7], [0.1, 0.1, 0.5], [-0.7, 0.3, 0.0], [0.9, 0.7, -0.2], [-0.2, 0.1, 0.4], [-0.3, -0.2, 0.2], [0.1, -0.1, 0.3], [-0.5, 0.1, -0.1], [0.1, 0.1, 0.0], [-0.2, -0.2, 0.0], [-0.2, 0.0, -0.2], [0.1, -0.5, -0.2], [0.2, 0.5, 0.1], [-0.1, 0.7, -0.4], [-0.3, -0.2, -0.1], [-0.6, 0.5, 0.1], [0.1, 0.4, -0.1], [0.3, -0.1, 0.0], [0.4, 0.6, -0.4], [0.1, -0.3, -0.1], [0.5, 0.3, 0.0], [-0.9, 0.5, -0.2], [0.0, -0.4, -0.5], [-0.3, 0.4, 0.0], [0.1, 0.8, 0.1], [-0.1, 0.1, -0.4], [-0.3, 0.3, -0.1], [0.5, 0.2, -0.4], [-0.7, 0.6, 0.3], [-0.2, 0.6, 0.1], [0.0, 0.4, 0.3], [0.2, -0.2, -0.3], [-0.1, -0.1, -0.4], [0.2, -0.1, 0.2], [-0.2, 0.7, -0.5], [0.0, -0.1, 0.1], [-0.3, -0.2, -0.2], [0.1, -0.5, 0.0], [0.1, 0.0, 0.3], [-0.1, 0.2, -0.2], [-0.1, -0.3, -0.8], [0.7, 0.2, -0.2], [-0.9, 0.3, 0.1], [0.0, -0.1, -0.6], [0.8, 0.8, 0.0], [0.0, 0.3, -0.2], [0.0, 0.0, -0.5], [0.6, -0.5, 0.2], [-0.7, -0.2, -0.4], [0.1, -0.5, 0.0], [-0.4, 0.1, 0.1], [0.3, 0.3, 0.6], [0.3, 0.4, -0.2], [0.1, 0.5, 0.4], [0.9, 0.4, -0.4], [-0.3, -0.2, -0.4], [-0.4, -0.1, 0.1], [0.2, -0.6, 0.1]],
  "e_lumo_ha": -0.007,
  "homo_energy_ev": -8.83,
  "energy_ha": -2698.12277,
  "de_lowest_kj_mol": 130.0,
  "spin_multiplicity": 1
}

[2]
{
  "formula": "C28H85N7O11",
  "method": "ωB97M-V with the def2-TZVPD basis set",
  "symbols": ["O", "O", "O", "O", "O", "O", "O", "O", "O", "O", "O", "N", "N", "N", "N", "N", "N", "N", "C", "C", "C", "C", "C", "C", "C", "C", "C", "C", "C", "C", "C", "C", "C", "C", "C", "C", "C", "C", "C", "C", "C", "C", "C", "C", "C", "C", "H", "H", "H", "H", "H", "H", "H", "H", "H", "H", "H", "H", "H", "H", "H", "H", "H", "H", "H", "H", "H", "H", "H", "H", "H", "H", "H", "H", "H", "H", "H", "H", "H", "H", "H", "H", "H", "H", "H", "H", "H", "H", "H", "H", "H", "H", "H", "H", "H", "H", "H", "H", "H", "H", "H", "H", "H", "H", "H", "H", "H", "H", "H", "H", "H", "H", "H", "H", "H", "H", "H", "H", "H", "H", "H", "H", "H", "H", "H", "H", "H", "H", "H", "H", "H"],
  "xyz": [[3.925, 4.400, 3.168], [0.368, -0.428, 0.184], [2.254, -5.399, -2.499], [-4.893, 1.419, 0.755], [0.284, -2.405, 2.874], [-1.372, 5.596, 4.352], [-3.472, -1.085, -3.550], [2.632, -0.372, -6.903], [-2.697, -3.075, 1.876], [-1.184, 0.054, 4.345], [3.077, -2.511, 4.076], [4.146, 1.002, 5.134], [-0.723, 4.283, 7.678], [2.856, -9.160, -2.877], [2.809, -2.737, -4.198], [-6.151, 0.827, -2.626], [-2.197, 0.725, 1.396], [-0.913, -1.209, -2.245], [-5.410, 1.676, 2.062], [3.504, 3.267, 4.032], [1.718, -7.921, -4.405], [0.368, 0.562, 1.211], [-1.603, 5.093, 5.637], [-0.941, 1.429, 1.196], [1.876, -4.603, -1.385], [-4.685, 2.610, -2.051], [-5.266, 1.277, -1.538], [-4.495, -1.290, -4.478], [-1.458, -0.014, -2.841], [2.395, -6.816, -2.183], [-5.861, 1.344, -0.236], [4.232, 1.283, 2.780], [0.708, 3.967, 5.752], [-0.993, 2.577, 2.255], [2.965, -0.745, -5.617], [1.611, -1.033, -0.055], [3.291, 0.890, -7.289], [-2.540, 5.683, 3.471], [2.319, -2.113, -5.397], [5.128, 5.039, 3.448], [0.787, -2.030, -5.295], [4.406, 1.987, 4.123], [-0.293, 4.820, 6.380], [2.802, -7.815, -3.324], [-2.299, -0.525, -4.068], [-0.233, 0.872, -3.315], [-3.331, 5.327, 4.131], [1.690, -1.848, 0.664], [2.525, -2.807, -6.212], [-4.495, 0.507, -1.555], [2.014, -9.410, -2.377], [4.212, 1.974, 1.937], [-1.529, 0.256, 3.475], [-2.589, 5.013, 2.613], [0.339, -3.024, -5.293], [-0.463, 1.279, -4.300], [-2.987, 1.316, 1.179], [-2.645, -2.640, 1.025], [0.752, 0.405, -3.299], [0.322, -1.460, -6.100], [6.035, 4.438, 3.501], [-2.787, 6.723, 3.260], [0.462, 0.043, 2.165], [0.009, 5.841, 6.617], [-6.631, 0.575, -0.157], [-0.658, -1.066, -1.278], [0.368, -2.617, 1.945], [1.453, -3.616, -1.573], [-3.568, -2.854, 2.206], [-6.175, 2.451, 2.002], [-1.033, 3.322, 7.668], [-5.813, 0.704, 2.345], [0.321, 3.030, 5.351], [-2.195, 0.416, -2.163], [-2.376, 5.555, 6.252], [-1.954, 4.071, 5.492], [1.521, -1.514, -1.029], [4.922, 0.373, 5.285], [-4.710, -0.503, -5.201], [4.031, -0.971, -5.597], [5.192, 0.783, 2.654], [-1.029, 1.948, 0.241], [-5.389, -1.609, -3.943], [3.384, 0.933, -8.374], [-3.880, 3.031, -1.448], [2.446, -0.373, -0.286], [-0.162, 3.282, 2.282], [1.249, 1.201, 1.270], [-0.618, -2.099, 2.970], [0.405, -1.670, -4.340], [2.852, -4.570, -0.900], [1.538, 3.530, 6.308], [-4.226, -2.073, -5.187], [2.482, -2.813, 3.389], [2.718, -0.027, -4.834], [-5.378, 3.417, -2.287], [-2.137, 0.018, 0.677], [-4.605, 1.978, 2.732], [-0.987, 2.060, 3.215], [0.736, -8.203, -4.026], [3.420, 0.562, 2.677], [3.424, 3.694, 5.032], [-1.711, -1.313, -4.537], [3.799, -7.583, -3.696], [1.211, 4.440, 4.909], [3.944, -2.790, 3.782], [-1.773, -1.701, -2.054], [1.097, -5.030, -0.754], [-1.469, 4.821, 8.095], [-4.299, 2.515, -3.067], [-6.610, -0.008, -2.293], [3.679, -2.469, -3.761], [2.883, -9.828, -3.634], [5.104, 5.555, 4.408], [-6.876, 1.508, -2.801], [2.010, -8.516, -5.271], [5.358, 5.698, 2.610], [1.620, -6.904, -4.785], [4.304, 1.537, 5.976], [-0.139, 1.744, -2.667], [2.484, 2.999, 3.755], [5.452, 2.282, 4.214], [-2.444, 0.279, -4.788], [3.049, -6.867, -1.313], [-0.248, -0.088, 4.203], [2.185, -2.915, -3.423], [1.357, -7.083, -1.983], [-6.462, 2.244, -0.108], [-1.923, 3.135, 2.147], [4.338, 0.923, -6.988], [2.818, 1.732, -6.784]],
  "atomic_forces_ev_per_a": [[-0.8, -2.6, 0.0], [0.0, 1.4, -0.2], [-0.4, -0.1, -2.1], [1.0, 0.0, 0.5], [0.7, 0.0, 0.0], [-0.2, 1.1, -1.8], [-0.2, 0.8, 0.3], [0.3, 1.5, -0.7], [0.3, -0.1, 0.0], [-0.1, -0.2, 0.5], [0.2, 0.1, 0.1], [-0.8, 1.0, 2.0], [0.5, -0.2, 0.7], [0.9, -1.7, 2.6], [-0.1, 1.4, 0.5], [-0.2, -0.2, 0.6], [1.2, -1.5, 0.1], [-0.7, -1.4, 0.8], [-0.1, -0.8, -0.8], [0.8, 0.9, 1.4], [0.4, 2.9, -0.9], [-1.3, 0.3, 1.5], [0.4, -2.8, -1.4], [0.4, 2.1, 0.1], [1.1, -1.1, 0.5], [0.8, 0.2, -0.5], [1.3, 0.7, -3.8], [-0.3, -1.1, -1.0], [1.1, -0.1, -2.0], [-0.9, 0.1, -0.2], [-2.1, 1.2, 1.8], [1.7, 0.0, -0.7], [1.5, -1.3, -1.9], [0.9, -1.1, 0.1], [1.4, -1.0, -0.5], [-0.8, -0.8, -1.0], [0.3, -0.9, 0.4], [-0.3, -0.3, 2.7], [-2.2, -0.1, 1.1], [0.9, 0.1, 0.3], [-0.6, -0.8, 0.3], [-0.1, 0.5, -3.0], [-2.3, 1.9, 2.3], [-1.0, 0.4, -1.0], [1.0, 0.4, 1.0], [-1.7, 0.8, 0.6], [-0.6, 0.0, -0.3], [1.2, 0.3, 0.3], [0.6, 0.0, -0.5], [0.4, 0.1, 0.3], [-0.1, 0.0, 0.3], [-0.2, 0.3, 0.1], [-0.5, 0.0, -0.6], [0.8, 0.3, -0.1], [0.1, -0.3, -0.5], [0.3, 0.0, -0.2], [0.0, 0.0, -0.2], [-0.1, 0.1, -0.2], [-0.3, -0.5, -0.1], [0.4, 0.0, 0.0], [-0.1, -0.8, 0.0], [0.4, -0.1, -0.4], [-0.4, -0.3, 0.2], [1.1, -0.1, 0.0], [0.3, -0.9, 0.7], [0.7, 0.8, 0.1], [-0.2, -0.1, -0.2], [0.4, 0.1, -0.9], [-0.2, 0.1, 0.2], [-0.1, 0.0, 0.2], [0.1, -0.2, -0.4], [-0.4, 0.3, 0.8], [-0.8, 0.0, -0.2], [0.3, 0.9, -0.1], [0.3, 0.8, 0.0], [-0.7, -0.5, 0.0], [-0.4, -0.3, -0.2], [0.2, -0.5, -1.0], [0.0, 0.9, 0.7], [0.6, 0.4, 0.3], [-0.1, -0.7, -0.4], [0.6, -0.1, -0.6], [0.1, 0.3, -0.1], [-0.9, 0.1, 0.1], [-0.1, -0.1, 0.2], [0.2, 0.3, 1.2], [0.1, 0.0, -0.4], [0.1, 0.3, -1.0], [-0.6, 0.0, 0.2], [0.5, 0.6, 0.2], [-0.4, 0.8, 1.2], [-0.2, 0.8, 1.0], [0.2, -0.7, 0.1], [-0.5, 0.0, 0.0], [-0.3, 0.1, 0.1], [-0.8, -0.1, 0.9], [-0.8, -0.5, -0.1], [0.0, -0.1, -0.2], [-0.2, 0.5, 0.2], [0.2, -0.3, 0.2], [-0.1, 0.1, 0.5], [0.0, 0.1, 0.3], [0.1, -0.1, -0.4], [-0.1, 0.4, -0.4], [-0.3, 0.3, -0.1], [0.3, -0.1, 0.0], [-0.3, -1.2, -0.4], [0.1, -0.6, 0.1], [0.0, 0.2, 0.0], [0.5, -0.7, 0.0], [-0.3, -0.3, -0.2], [1.0, -0.1, -0.6], [0.3, 0.3, -0.2], [-0.2, 0.4, 0.0], [-0.2, 0.2, 0.0], [0.1, -0.3, 0.3], [-0.4, 0.4, 0.2], [-0.5, 0.2, -0.5], [-0.8, 0.1, 0.9], [0.0, 0.1, 0.1], [0.2, 0.1, -0.4], [0.1, 0.6, -0.3], [-0.5, 0.1, 0.0], [0.0, -0.5, 0.1], [0.4, -0.1, 0.2], [-1.0, -0.9, -0.1], [0.0, -0.5, 0.8], [-0.3, 0.5, -0.4], [0.1, -0.2, -0.1], [0.1, -0.5, 0.5], [-0.3, 0.0, -0.5]],
  "total_charge": 1,
  "e_lumo_ha": [-0.101, -0.285],
  "homo_energy_ev": [-10.04, -10.04],
  "energy_ha": -2328.11224,
  "de_lowest_kj_mol": 314.9,
  "spin_multiplicity": 2,
  "s2": 0.7543
}